Entry 1:
Formula: C4H13N3O
Source: OMol25
Level of theory: ωB97M-V with the def2-TZVPD basis set

Bonds (Å) are listed after each position.
Positions of all 21 atoms, in Å:
1 H 0.73467 -0.12439 2.68103  N2 1.023
2 N -0.09506 -0.21901 3.27250  H1 1.023, C3 1.255
3 C -0.90401 -1.03842 2.77285  N2 1.255, N4 1.438, H9 1.180
4 N -1.23658 -1.27500 1.39408  C3 1.438, C5 1.551, H10 1.044
5 C -0.01939 -0.89427 0.51181  N4 1.551, C6 1.510, H11 1.064, H12 1.146
6 C -0.13414 0.57855 0.19802  C5 1.510, C7 1.563, H13 1.168, H14 1.031
7 C 1.05128 0.94178 -0.75408  C6 1.563, N8 1.525, H15 1.150, H16 1.116
8 N 2.33358 1.00310 0.06920  C7 1.525, H17 1.031, H18 0.942
9 H -1.60455 -1.57406 3.55643  C3 1.180
10 H -1.72060 -2.17182 1.16708  N4 1.044
11 H -0.05834 -1.50317 -0.35946  C5 1.064
12 H 0.96903 -1.23909 0.97895  C5 1.146
13 H -1.17130 0.87278 -0.25016  C6 1.168
14 H -0.07020 1.16834 1.04101  C6 1.031
15 H 1.11910 0.05697 -1.48529  C7 1.150
16 H 0.75755 1.90739 -1.22949  C7 1.116
17 H 2.11672 1.60257 0.88013  N8 1.031
18 H 2.62365 0.14476 0.32606  N8 0.942
19 O -1.01644 0.74264 -5.73242  H20 0.890, H21 1.006
20 H -0.71251 -0.09028 -5.80523  O19 0.890
21 H -1.82783 0.91937 -5.16379  O19 1.006

Computed properties:
SMILES string: [H]/N=C\NCCCN.O
Total charge: 0
HOMO energy in hartree: -0.341
Multiplicity: 1
Gap between HOMO and LUMO in eV: 9.837
Energy relative to the best compared isomer or geometry (same formula, charge and spin) in kcal per mole: 74.94

=====

Entry 2:
Formula: C4H13N3O
Source: OMol25
Level of theory: ωB97M-V with the def2-TZVPD basis set

Bonds (Å) are listed after each position.
Positions of all 21 atoms, in Å:
1 C 1.84356 -0.74372 -2.90898  C2 1.494, H5 1.091, H6 1.091, H7 1.094
2 C 0.50779 -0.07793 -2.85406  C1 1.494, N3 1.270, H8 1.084
3 N -0.19529 0.13030 -1.81751  C2 1.270, O4 1.388
4 O 0.44764 -0.11240 -0.61109  N3 1.388, H9 1.143
5 H 2.43613 -0.50960 -2.02382  C1 1.091
6 H 2.38435 -0.45276 -3.81021  C1 1.091
7 H 1.72431 -1.82968 -2.95912  C1 1.094
8 H 0.00426 0.17762 -3.77979  C2 1.084
9 H -0.14612 0.50265 0.14767  O4 1.143
10 C 0.24273 -0.03463 2.67910  N11 1.457, H14 1.097, H15 1.094, H16 1.085
11 N -1.09962 -0.05118 2.11324  C10 1.457, C12 1.826, N13 1.343
12 C -1.23416 1.43675 1.06380  N11 1.826, H17 1.087, H18 1.090, H19 1.098
13 N -1.32914 -1.19169 1.44212  N11 1.343, H20 1.027, H21 1.014
14 H 1.03277 -0.06918 1.91890  C10 1.097
15 H 0.33454 -0.90360 3.33803  C10 1.094
16 H 0.34747 0.86517 3.27548  C10 1.085
17 H -1.28542 2.10568 1.91849  C12 1.087
18 H -2.24731 1.37622 0.66517  C12 1.090
19 H -0.68470 2.05338 0.33988  C12 1.098
20 H -0.76541 -1.34024 0.59682  N13 1.027
21 H -2.31838 -1.33118 1.26589  N13 1.014

Computed properties:
SMILES string: C/C=N\O.CN(C)N
Total charge: 0
HOMO energy in hartree: -0.324
Multiplicity: 1
Gap between HOMO and LUMO in eV: 9.848
Energy relative to the best compared isomer or geometry (same formula, charge and spin) in kcal per mole: 145.45

=====

Entry 3:
Formula: C4H13N3O2
Source: OMol25
Level of theory: ωB97M-V with the def2-TZVPD basis set

Bonds (Å) are listed after each position.
Positions of all 22 atoms, in Å:
1 C -1.04270 2.48989 -2.45654  C2 1.520, H5 1.090, H6 1.089, H7 1.088
2 C -1.35285 1.22296 -1.67535  C1 1.520, O3 1.420, H8 1.097, H9 1.094
3 O -0.21778 0.68001 -1.01760  C2 1.420, O4 1.440
4 O 0.19240 1.58178 0.02684  O3 1.440, H10 0.977
5 H -1.94395 2.85529 -2.94835  C1 1.090
6 H -0.28520 2.29221 -3.21392  C1 1.089
7 H -0.67150 3.26065 -1.78359  C1 1.088
8 H -2.15183 1.39972 -0.94430  C2 1.097
9 H -1.66029 0.41067 -2.34040  C2 1.094
10 H -0.07392 1.09824 0.83301  O4 0.977
11 C 0.02283 -2.26043 0.54223  N12 1.450, H14 1.091, H15 1.092, H16 1.097
12 N 0.74575 -1.49536 1.53945  C11 1.450, C13 1.450, H17 1.260
13 C 2.05792 -1.06663 1.09522  N12 1.450, H18 1.090, H19 1.092, H20 1.098
14 H -0.95735 -2.53258 0.93607  C11 1.091
15 H -0.10575 -1.65846 -0.36011  C11 1.092
16 H 0.56044 -3.17860 0.27459  C11 1.097
17 H 0.48087 -1.67974 2.75713  N12 1.260
18 H 2.53782 -0.48242 1.88069  C13 1.090
19 H 1.96077 -0.44912 0.19965  C13 1.092
20 H 2.70006 -1.92335 0.85378  C13 1.098
21 N -0.38900 -0.01834 2.39466  N22 1.142
22 N -0.40674 -0.54641 3.40685  N21 1.142

Computed properties:
SMILES string: CCOO.CNC.N#N
Total charge: 0
HOMO energy (spin up / spin down) in hartree: -0.307 / -0.307
Multiplicity: 1
Gap between HOMO and LUMO (spin up / spin down) in eV: 9.388 / 9.387
Energy relative to the best compared isomer or geometry (same formula, charge and spin) in kcal per mole: 132.02

=====

Entry 4:
Formula: C4H13N3O2
Source: OMol25
Level of theory: ωB97M-V with the def2-TZVPD basis set

Bonds (Å) are listed after each position.
Positions of all 22 atoms, in Å:
1 N 1.59635 0.65200 0.64151  C2 1.440, H9 0.992, H10 0.999
2 C 1.38796 -0.77112 0.71355  N1 1.440, C3 1.560, H11 1.154, H12 1.052
3 C 0.76306 -1.40107 -0.57004  C2 1.560, N4 1.498, H13 1.093, H14 1.163
4 N -0.44367 -0.56146 -0.85913  C3 1.498, C5 1.525, H15 1.059
5 C -1.64048 -1.02141 -0.03337  N4 1.525, C6 1.510, H16 1.070, H17 1.140
6 C -1.74816 0.10682 0.96510  C5 1.510, N7 1.410, O8 1.186
7 N -1.96528 1.40053 0.44859  C6 1.410, H18 1.002, H19 1.115
8 O -1.95456 -0.15252 2.10433  C6 1.186
9 H 2.53605 0.96706 0.67821  N1 0.992
10 H 1.07172 1.31944 1.16752  N1 0.999
11 H 2.46912 -1.17053 0.76544  C2 1.154
12 H 1.04557 -1.04107 1.67115  C2 1.052
13 H 0.68941 -2.49025 -0.62759  C3 1.093
14 H 1.55755 -1.06457 -1.35045  C3 1.163
15 H -0.86724 -0.89393 -1.77136  N4 1.059
16 H -1.56941 -2.03239 0.31023  C5 1.070
17 H -2.58150 -1.25908 -0.63116  C5 1.140
18 H -1.91041 2.17538 1.08140  N7 1.002
19 H -1.21914 1.69633 -0.32552  N7 1.115
20 O 0.89622 2.23869 -1.54217  H21 0.993, H22 1.011
21 H 1.67132 1.78963 -1.11258  O20 0.993
22 H 0.21551 1.51352 -1.72369  O20 1.011

Computed properties:
SMILES string: NCCNCC(N)=O.O
Total charge: 0
HOMO energy in hartree: -0.345
Multiplicity: 1
Gap between HOMO and LUMO in eV: 10.016
Energy relative to the best compared isomer or geometry (same formula, charge and spin) in kcal per mole: 51.64

=====

Entry 5:
Formula: C4H13N3S
Source: OMol25
Level of theory: ωB97M-V with the def2-TZVPD basis set

Bonds (Å) are listed after each position.
Positions of all 21 atoms, in Å:
1 C -2.06092 -1.19467 -0.75126  C2 1.379, N4 1.433, H5 1.086
2 C -1.71178 -0.92202 -2.05759  C1 1.379, N3 1.429, H6 1.092
3 N -2.22551 0.19365 -2.78750  C2 1.429, H7 1.041, H8 1.010
4 N -1.35582 -2.21699 -0.03716  C1 1.433, H9 0.988, H11 1.080
5 H -2.58528 -0.42651 -0.19094  C1 1.086
6 H -0.97027 -1.53934 -2.56966  C2 1.092
7 H -2.40719 -0.01724 -3.79046  N3 1.041
8 H -3.10768 0.49172 -2.39704  N3 1.010
9 H -1.96717 -2.71838 0.55537  N4 0.988
10 H -0.33652 -0.11508 -0.75529  no bonds
11 H -0.60136 -1.71321 0.54943  N4 1.080
12 C 2.12407 1.70250 0.34721  C13 1.507, N15 1.476, H16 1.080, H17 1.094
13 C 2.31637 0.41689 1.11049  C12 1.507, S14 1.822, H18 1.088, H19 1.081
14 S 0.76053 -0.44898 1.49728  C13 1.822
15 N 1.16900 2.61508 1.00593  C12 1.476, H20 1.039, H21 1.040
16 H 1.73586 1.44844 -0.62787  C12 1.080
17 H 3.08286 2.20770 0.20109  C12 1.094
18 H 2.85078 0.61255 2.03789  C13 1.088
19 H 2.99334 -0.26738 0.61809  C13 1.081
20 H 1.60908 3.04119 1.84473  N15 1.039
21 H 0.41497 2.02087 1.40629  N15 1.040

Computed properties:
Total charge: -1
HOMO energy (spin up / spin down) in hartree: -0.061 / -0.109
Multiplicity: 2
Gap between HOMO and LUMO (spin up / spin down) in eV: 5.508 / 6.665
Energy relative to the best compared isomer or geometry (same formula, charge and spin) in kcal per mole: 32.98

=====

Entry 6:
Formula: C4H13N3S
Source: OMol25
Level of theory: ωB97M-V with the def2-TZVPD basis set

Bonds (Å) are listed after each position.
Positions of all 21 atoms, in Å:
1 C -0.88891 3.12521 -0.75387  N2 1.453, H5 1.098, H6 1.087, H7 1.096
2 N 0.33754 2.37924 -0.97904  C1 1.453, C3 1.268
3 C 0.51149 1.94197 -2.15645  N2 1.268, N4 1.378, H8 1.087
4 N -0.31125 2.13040 -3.24510  C3 1.378, H9 1.012, H10 1.003
5 H -1.03003 3.94284 -1.47241  C1 1.098
6 H -0.85456 3.57647 0.23430  C1 1.087
7 H -1.77662 2.48501 -0.81926  C1 1.096
8 H 1.42270 1.39384 -2.38065  C3 1.087
9 H -0.17797 1.48766 -4.01493  N4 1.012
10 H -1.26964 2.36127 -3.05790  N4 1.003
11 N 1.39809 0.11404 1.03488  C12 1.463, H15 1.015, H16 1.013
12 C 0.22096 -0.74812 1.14647  N11 1.463, C13 1.519, H17 1.100, H18 1.091
13 C 0.64375 -2.16758 1.48500  C12 1.519, S14 1.823, H19 1.089, H20 1.088
14 S -0.85078 -3.19057 1.69182  C13 1.823, H21 1.335
15 H 1.99262 -0.23628 0.29005  N11 1.015
16 H 1.09844 1.02440 0.70532  N11 1.013
17 H -0.37662 -0.75965 0.22361  C12 1.100
18 H -0.41415 -0.35322 1.94112  C12 1.091
19 H 1.27058 -2.56293 0.68655  C13 1.089
20 H 1.21191 -2.15691 2.41226  C13 1.088
21 H -0.21615 -4.31089 2.04513  S14 1.335

Computed properties:
SMILES string: C/N=C\N.NCCS
Total charge: 0
HOMO energy in hartree: -0.325
Multiplicity: 1
Gap between HOMO and LUMO in eV: 9.544
Energy relative to the best compared isomer or geometry (same formula, charge and spin) in kcal per mole: 20.10

=====

Entry 7:
Formula: C4H13N3S
Source: OMol25
Level of theory: ωB97M-V with the def2-TZVPD basis set

Bonds (Å) are listed after each position.
Positions of all 21 atoms, in Å:
1 C 2.52273 -0.31556 -0.77456  C2 1.538, N4 1.474, H5 1.123, H6 1.102
2 C 1.01014 -0.19027 -0.52519  C1 1.538, S3 1.853, H7 1.122, H8 1.121
3 S -0.08368 -0.69119 -1.93472  C2 1.853
4 N 3.04690 0.79838 -1.58434  C1 1.474, H9 1.043, H10 1.026
5 H 2.76658 -1.31194 -1.23274  C1 1.123
6 H 3.04220 -0.22403 0.19310  C1 1.102
7 H 0.86232 0.89895 -0.30182  C2 1.122
8 H 0.81893 -0.72434 0.44144  C2 1.121
9 H 2.77030 1.70095 -1.14086  N4 1.043
10 H 2.55150 0.77873 -2.48210  N4 1.026
11 C -2.45221 -0.54887 0.79785  C12 1.346, N14 1.382, H15 1.084
12 C -1.70044 0.55601 0.63598  C11 1.346, N13 1.470, H16 1.102
13 N -0.85789 0.92142 1.78334  C12 1.470, H17 1.041, H18 1.014, H19 1.023
14 N -2.81386 -1.37111 -0.25301  C11 1.382, H20 1.054, H21 1.017
15 H -2.88441 -0.77843 1.76500  C11 1.084
16 H -1.42341 1.01150 -0.32843  C12 1.102
17 H -0.64644 1.94024 1.77536  N13 1.041
18 H -1.27379 0.70648 2.68236  N13 1.014
19 H 0.03222 0.44479 1.61941  N13 1.023
20 H -2.18441 -1.27817 -1.09353  N14 1.054
21 H -3.10327 -2.32354 -0.04257  N14 1.017

Computed properties:
Total charge: 0
HOMO energy in hartree: -0.236
Multiplicity: 1
Gap between HOMO and LUMO in eV: 5.905
Energy relative to the best compared isomer or geometry (same formula, charge and spin) in kcal per mole: 82.51

=====

Entry 8:
Formula: C4H13N4
Source: OMol25
Level of theory: ωB97M-V with the def2-TZVPD basis set

Bonds (Å) are listed after each position.
Positions of all 21 atoms, in Å:
1 C 1.06974 -1.67890 0.98265  N5 1.228, N6 1.298
2 C -0.38828 0.95670 1.45829  C4 1.510, H10 1.112, H11 1.145, H12 1.114
3 C -0.66436 2.19019 -0.68325  C4 1.549, H13 1.048, H14 1.107, H15 1.042
4 C 0.24183 1.21578 0.11024  C2 1.510, C3 1.549, N8 1.501, H16 1.141
5 N 0.53700 -1.12707 0.02393  C1 1.228, N8 1.293
6 N 1.28989 -2.75406 1.67517  C1 1.298, H17 1.064, H18 1.045
7 N 0.32116 0.05082 -2.01813  N8 1.352, H19 1.085, H20 1.010
8 N 0.29207 -0.06488 -0.67145  C4 1.501, N5 1.293, N7 1.352
9 H -1.36425 -2.28487 -1.96021  H21 0.745
10 H -1.10358 1.75261 1.76007  C2 1.112
11 H -1.14715 0.10945 1.32357  C2 1.145
12 H 0.36801 0.81659 2.26417  C2 1.114
13 H -0.57050 3.14481 -0.26042  C3 1.048
14 H -1.75862 2.05533 -0.58619  C3 1.107
15 H -0.34249 2.23171 -1.67346  C3 1.042
16 H 1.27969 1.51600 0.47815  C4 1.141
17 H 0.48544 -3.01912 2.31977  N6 1.064
18 H 2.20283 -3.02939 2.10175  N6 1.045
19 H 0.90296 -0.65781 -2.59909  N7 1.085
20 H -0.59537 0.25445 -2.38976  N7 1.010
21 H -1.05602 -1.67834 -1.65582  H9 0.745

Computed properties:
Total charge: +1
HOMO energy in hartree: -0.473
Multiplicity: 1
Gap between HOMO and LUMO in eV: 8.757
Energy relative to the best compared isomer or geometry (same formula, charge and spin) in kcal per mole: 156.98

=====

Entry 9:
Formula: C4H13N4
Source: OMol25
Level of theory: ωB97M-V with the def2-TZVPD basis set

Bonds (Å) are listed after each position.
Positions of all 21 atoms, in Å:
1 N 0.25208 2.38806 -0.70176  C2 1.716, H5 1.029, H6 1.021
2 C -0.35020 0.86525 -1.21580  N1 1.716, N3 1.508, N4 1.378
3 N -1.85403 0.88084 -1.10667  C2 1.508, H7 1.025, H8 1.017
4 N -0.09211 0.88853 -2.56932  C2 1.378, H9 1.015, H10 1.019
5 H 1.13926 2.19226 -0.21885  N1 1.029
6 H 0.57067 2.62468 -1.64269  N1 1.021
7 H -1.84143 1.40835 -0.22756  N3 1.025
8 H -2.04814 1.55288 -1.84447  N3 1.017
9 H 0.87264 0.64656 -2.77061  N4 1.015
10 H -0.73034 0.24332 -3.03219  N4 1.019
11 C -1.20524 -0.52190 1.40202  C12 1.494, H15 1.095, H16 1.091, H17 1.092
12 C -0.06090 -1.48225 1.40208  C11 1.494, C13 1.354, H18 1.088
13 C 1.24881 -1.19278 1.21537  C12 1.354, N14 1.377, H19 1.094
14 N 2.28536 -2.04951 1.51381  C13 1.377, H20 1.006, H21 1.007
15 H -0.85941 0.51667 1.39802  C11 1.095
16 H -1.80534 -0.63013 0.49733  C11 1.091
17 H -1.90057 -0.68803 2.22741  C11 1.092
18 H -0.30835 -2.53555 1.51890  C12 1.088
19 H 1.53348 -0.13714 1.18544  C13 1.094
20 H 3.08954 -2.10286 0.91110  N14 1.006
21 H 2.06424 -2.86725 2.05844  N14 1.007

Computed properties:
Total charge: +1
HOMO energy in hartree: -0.425
Multiplicity: 1
Gap between HOMO and LUMO in eV: 4.431
Energy relative to the best compared isomer or geometry (same formula, charge and spin) in kcal per mole: 140.91

=====

Entry 10:
Formula: C4H13N4O
Source: OMol25
Level of theory: ωB97M-V with the def2-TZVPD basis set

Bonds (Å) are listed after each position.
Positions of all 22 atoms, in Å:
1 C -0.02213 2.26895 -1.81971  C2 1.477, H5 1.085, H6 1.106, H9 1.063
2 C -0.88007 1.59883 -0.82093  C1 1.477, O3 1.229, N4 1.373
3 O -0.60559 1.22284 0.31637  C2 1.229
4 N -2.01139 1.10596 -1.42241  C2 1.373, H7 1.025, H8 0.996
5 H -0.84433 2.88575 -2.16581  C1 1.085
6 H 0.35645 1.60113 -2.61549  C1 1.106
7 H -2.51885 0.43640 -0.83440  N4 1.025
8 H -2.52538 1.29043 -2.25586  N4 0.996
9 H 0.77764 2.95868 -1.70271  C1 1.063
10 C 0.31336 -2.64629 0.10088  N12 1.451, H20 1.084, H21 1.120, H22 1.104
11 C 0.75413 -0.57480 1.33746  N12 1.362, N13 1.331, N14 1.325
12 N 1.09615 -1.45088 0.35207  C10 1.451, C11 1.362, H15 1.009
13 N -0.05100 -0.95129 2.32871  C11 1.331, H16 1.043, H17 1.009
14 N 1.47388 0.53819 1.34573  C11 1.325, H18 1.017, H19 0.997
15 H 1.62405 -1.04385 -0.40591  N12 1.009
16 H -0.13717 -1.98817 2.40030  N13 1.043
17 H -0.26353 -0.37397 3.12812  N13 1.009
18 H 1.47032 1.14921 2.15885  N14 1.017
19 H 1.71130 1.03549 0.51433  N14 0.997
20 H 0.78229 -3.26373 -0.65678  C10 1.084
21 H -0.72559 -2.55542 -0.30802  C10 1.120
22 H 0.22546 -3.24343 1.02522  C10 1.104

Computed properties:
Total charge: +1
HOMO energy in hartree: -0.493
Multiplicity: 1
Gap between HOMO and LUMO in eV: 10.734
Energy relative to the best compared isomer or geometry (same formula, charge and spin) in kcal per mole: 44.97

=====

- Which of these has the highest energy relative to the best compared isomer or geometry (same formula, charge and spin)?
  number 8

=====

- Among the records above, which one has the lowest total charge?
  number 5

=====

- Look up the energy relative to the best compared isomer or geometry (same formula, charge and spin) of the third one.
  132.02 kcal per mole